(1)
An isolated ion of composition C7H5N2O2 and charge -1 in a non-equilibrium geometry. Source: the Open Molecules 2025 dataset; level of theory: the ωB97M-V functional and the def2-TZVPD basis.

Its total charge is -1. As for the LUMO energy: 3.7 eV. As for the spin multiplicity: 1. For the total energy, the calculation gives -529.68941 Eh. As for the structure (SMILES): [O-]/C(=N\C1=CO1)n1cccc1.

Structure (XYZ):
```
16
Properties=species:S:1:pos:R:3:mulliken_charge:R:1
O -1.631 2.184 -0.342 -0.654
C -1.408 0.998 -0.159 0.462
N -2.204 -0.055 -0.252 -0.408
C -3.474 -0.198 -0.088 0.720
C -4.555 -1.034 -0.157 -0.659
O -4.390 0.240 0.784 -0.460
N -0.041 0.584 0.033 0.224
C 0.443 -0.686 -0.011 -0.367
C 1.795 -0.646 0.182 -0.521
C 2.149 0.711 0.355 -0.508
C 0.996 1.437 0.253 -0.429
H -5.316 -0.832 -0.910 0.050
H -0.221 -1.509 -0.185 0.367
H 2.463 -1.489 0.196 0.406
H 3.136 1.098 0.532 0.408
H 0.820 2.493 0.323 0.369
```

***

(2)
A 2-piece molecular cluster, C7H5N4S overall in a non-equilibrium geometry. Source: the Open Molecules 2025 dataset; level of theory: the ωB97M-V functional and the def2-TZVPD basis.

Its total charge is -1. As for the LUMO energy: 3.3 eV. As for the spin multiplicity: 1. For the total energy, the calculation gives -886.90771 Eh.

Structure (XYZ):
```
17
Properties=species:S:1:pos:R:3:mulliken_charge:R:1
C -2.652 0.254 -1.133 -0.597
C -1.507 -0.545 -1.598 -0.451
C -2.549 0.942 0.108 -0.300
C -0.467 -0.659 -0.665 -0.301
C -1.530 0.718 1.014 -0.508
C -0.403 -0.031 0.544 0.708
C 4.488 0.083 0.358 0.237
N 4.024 -0.204 1.408 -0.538
N 2.466 -1.539 1.601 -0.469
N 1.456 -1.014 1.450 0.708
N 0.666 -0.067 1.367 -0.603
S 5.204 0.667 -0.936 -0.546
H -3.237 0.585 -1.985 0.309
H -1.484 -0.969 -2.587 0.383
H -3.442 1.542 0.314 0.301
H 0.404 -1.114 -1.125 0.303
H -1.439 1.350 1.864 0.365
```

***

(3)
C7H5O2P in the gas phase in a non-equilibrium geometry. Source: the Open Molecules 2025 dataset; level of theory: the ωB97M-V functional and the def2-TZVPD basis.

As for the LUMO energy: -0.2 eV. As for the spin multiplicity: 1. For the total energy, the calculation gives -761.46918 Eh. As for the structure (SMILES): O=C1[C@@H]2C=C[C@@H]3[C@H]1P3C2=O.

Structure (XYZ):
```
15
Properties=species:S:1:pos:R:3:mulliken_charge:R:1
O 1.626 -0.149 2.309 -0.522
C 0.694 0.156 1.643 0.340
C -0.656 -0.771 1.331 -0.251
C -0.225 -1.163 -0.057 -0.646
C -0.069 -0.226 -0.947 -0.231
C -0.124 1.177 -0.564 -0.267
C 0.290 1.381 0.872 -0.319
P -1.508 1.707 0.602 -0.128
C -2.079 -0.005 1.060 0.439
O -3.124 -0.556 1.092 -0.473
H -0.462 -1.589 2.063 0.451
H 0.076 -2.141 -0.408 0.349
H 0.228 -0.626 -2.016 0.252
H 0.019 1.938 -1.339 0.493
H 0.961 2.210 1.085 0.512
```

***

(4)
C7H6 in the gas phase in a non-equilibrium geometry. Source: the Open Molecules 2025 dataset; level of theory: the ωB97M-V functional and the def2-TZVPD basis.

As for the LUMO energy: -0.4 eV. As for the spin multiplicity: 1. For the total energy, the calculation gives -270.04574 Eh.

Structure (XYZ):
```
13
Properties=species:S:1:pos:R:3:mulliken_charge:R:1
C -1.487 0.206 -0.161 -0.229
C -0.888 1.353 0.008 -0.143
C -0.676 -0.925 0.579 -0.611
C 0.376 1.562 0.216 -0.551
C 0.521 -0.958 -0.379 -0.126
C 1.172 0.404 -0.408 0.146
C 1.735 -0.612 0.476 -0.668
H -2.157 0.033 -1.003 0.317
H -0.379 -0.577 1.534 0.330
H -1.113 -1.882 0.634 0.350
H 0.684 2.308 0.924 0.354
H 0.273 -1.535 -1.274 0.403
H 1.940 0.621 -1.146 0.427
```

***

(5)
C7H6 as an isolated structure in a non-equilibrium geometry. Source: the Open Molecules 2025 dataset; level of theory: the ωB97M-V functional and the def2-TZVPD basis.

As for the LUMO energy (alpha / beta): -0.2 / -0.1 eV. As for the spin multiplicity: 1. For the total energy, the calculation gives -269.99344 Eh.

Structure (XYZ):
```
13
Properties=species:S:1:pos:R:3:mulliken_charge:R:1
C 0.473 -0.494 -1.812 -0.251
C 0.278 0.077 1.689 -0.414
C 0.152 0.941 -1.431 -0.470
C -1.158 0.144 1.192 -0.135
C -0.281 -0.777 -0.577 0.572
C -0.298 -1.055 0.880 -0.529
C -1.024 0.333 -0.274 -0.242
H -0.011 -0.850 -2.718 0.229
H 1.523 -0.778 -1.806 0.241
H 1.009 0.758 1.263 0.121
H 0.421 -0.105 2.747 0.242
H 0.942 1.513 -0.954 0.237
H -2.026 0.294 1.802 0.401
```

***

(6)
C7H6 as an isolated structure in a non-equilibrium geometry. Source: the Open Molecules 2025 dataset; level of theory: the ωB97M-V functional and the def2-TZVPD basis.

As for the LUMO energy: 0.9 eV. As for the spin multiplicity: 1. For the total energy, the calculation gives -270.04072 Eh.

Structure (XYZ):
```
13
Properties=species:S:1:pos:R:3:mulliken_charge:R:1
C 1.566 -0.041 -0.822 0.193
C 1.304 0.647 -1.891 -0.803
C 1.384 -0.566 0.581 -0.241
C -1.486 -0.211 0.712 -0.509
C -0.046 0.202 -1.193 -0.008
C -0.784 0.956 -0.040 -0.481
C -0.018 -0.178 0.456 0.130
H 1.538 -1.639 0.434 0.211
H 2.002 -0.143 1.450 0.277
H -1.666 0.121 1.721 0.226
H -2.187 -0.814 0.230 0.263
H -0.608 -0.346 -1.869 0.409
H -0.999 2.011 0.230 0.333
```